6
Properties=species:S:1:pos:R:3:mulliken_charge:R:1 method="wB97M-V/def2-TZVPD" homo_ha=-0.13069 lumo_energy_ev=3.8 charge=-1
N 1.569 0.381 -0.073 -0.11
O 3.349 -1.221 -0.024 -0.60
O 3.885 1.175 0.797 -0.55
P 0.507 -0.222 -0.961 -0.09
S 3.361 0.291 -0.263 0.36
H -0.453 -0.402 0.006 -0.01

6
Properties=species:S:1:pos:R:3:mulliken_charge:R:1 method="wB97M-V/def2-TZVPD" homo_ha="-0.33481 / -0.33298" lumo_energy_ev="-1.9 / -1.8"
N 1.001 -0.396 -0.298 -0.36
O 3.950 -1.570 -2.522 -0.39
O 2.991 0.619 -2.666 -0.41
S -0.274 -1.246 -0.115 0.05
S 3.383 -0.462 -1.803 0.78
H 1.008 0.415 -0.937 0.33

7
Properties=species:S:1:pos:R:3:mulliken_charge:R:1 method="wB97M-V/def2-TZVPD" homo_ha="-0.33496 / -0.33497" lumo_energy_ev="-1.6 / -1.6"
N -0.281 0.361 0.976 0.64
O -0.488 0.551 2.146 -0.46
O 0.798 0.850 0.318 -0.26
O 1.762 0.321 -2.174 -0.44
P 1.278 -0.314 -0.966 0.43
P -1.249 -0.239 -0.502 0.00
H -1.821 -1.530 0.204 0.09

6
Properties=species:S:1:pos:R:3:mulliken_charge:R:1 method="wB97M-V/def2-TZVPD" homo_ha="-0.35859 / -0.36113" lumo_energy_ev="-1.5 / -1.1"
N -3.199 0.038 -0.032 0.85
O -1.432 -1.090 -0.228 -0.38
O -3.160 0.895 -0.839 -0.40
O -4.052 -0.289 0.748 -0.43
S -0.039 -0.635 -0.721 0.17
H 0.257 -0.361 0.608 0.19

Q: Which relative energy (zero: lowest compared OMol25 entry of this formula, charge and spin) values were calculated for the entries above? A: 1.989; 0.109; 0.620; 2.451, in eV.